Molecular formula: C3H12NO3
Method: DFT, ωB97M-V/def2-TZVPD

Structure (XYZ):
```
19
Properties=species:S:1:pos:R:3:forces:R:3:nbo_charge:R:1
O 0.982280 1.616128 1.099530 0.2852 0.0168 0.0344 -0.496
C 1.124164 0.594805 1.704975 -0.6196 -0.8339 0.2526 0.435
C 0.148187 -0.611482 1.466690 1.5316 -0.1876 0.5213 -0.356
N -0.641730 -0.268667 0.263695 -0.1495 -0.6260 -0.3959 -0.547
C -1.806232 0.665892 0.589701 0.5455 0.4716 -2.3982 -0.425
H 1.991432 0.370135 2.362477 -0.3580 0.2726 -0.0297 0.161
H 0.879053 -1.465965 1.415995 -1.0053 0.4542 -0.8837 0.261
H -0.528605 -0.904168 2.273177 0.1464 0.5183 0.1487 0.254
H -0.025881 0.262370 -0.396388 -0.5167 -0.0313 0.3286 0.490
H -0.906865 -1.098445 -0.328373 0.1508 0.7659 1.1076 0.454
H -2.593649 0.240766 1.192379 0.2438 -0.3792 0.3262 0.237
H -2.212707 0.904134 -0.430140 0.1357 -0.0841 1.0837 0.240
H -1.345256 1.580862 0.977434 -0.3768 -0.4006 0.1722 0.254
H 0.458645 0.250592 -2.671363 -0.0197 -0.1806 0.2236 0.493
H -0.152129 1.595461 -2.654371 -0.3503 0.1540 0.3304 0.507
O -0.211500 0.752284 -2.181741 0.5943 0.0373 -0.7527 -0.971
H 0.762209 -3.149717 -1.604450 -0.5626 0.2140 -0.5789 0.509
H -0.090126 -1.913612 -2.249980 -0.1868 -0.9831 -0.4390 0.484
O 0.648191 -2.196276 -1.710132 0.5118 0.8017 0.9486 -0.984
```
Positions in Å, forces in eV/Å.

Calculated values
LUMO energy in eV: -3.103
Energy relative to the best compared isomer or geometry (same formula, charge and spin) in kJ/mol: 90.3
Spin multiplicity: 1
Gap between HOMO and LUMO in eV: 11.43
E_tot in eV: -10931.2109
Net charge: +1

Molecular formula: C3H12NO3S
Method: DFT, ωB97M-V/def2-TZVPD

Structure (XYZ):
```
20
Properties=species:S:1:pos:R:3:forces:R:3:nbo_charge:R:1
C 0.739226 -0.871753 -0.459161 -0.5428 -1.8267 0.9171 -0.269
C 1.208393 -1.145956 1.000278 -2.1556 -2.1049 -0.0554 -0.471
S 2.250516 -2.719311 1.126458 -0.8781 0.5165 0.2499 -0.134
N -0.731266 -0.726626 -0.512303 0.1802 1.8253 -0.2877 -0.744
C -1.037335 0.776223 -1.059086 -0.0287 0.1119 -0.5216 0.132
O -0.009710 1.343369 -1.678147 0.4971 -0.1314 -0.1569 -0.872
H 0.990754 -1.798947 -1.040444 0.1693 1.0770 0.2617 0.173
H 1.235260 0.021526 -0.836486 -0.1145 -0.1913 -0.3591 0.248
H 1.792547 -0.417314 1.430113 1.9425 1.7694 0.4867 0.206
H 0.330545 -1.116763 1.728847 0.8859 -0.7621 -1.1138 0.223
H 1.283313 -3.659934 0.929302 0.2672 0.5733 0.0440 0.115
H -1.092159 -1.443235 -1.135192 -0.0860 0.5588 -0.1563 0.350
H -1.284775 1.435720 -0.210191 -0.0836 -0.7066 0.2773 0.093
H -1.940219 0.770295 -1.714882 0.1014 -0.7619 0.4181 0.116
H 0.583307 2.120075 -0.653318 0.6821 1.3486 -0.1281 0.488
H 1.963793 2.710286 -0.154932 3.1123 -0.5794 -0.3869 0.430
O 1.082428 2.900086 -0.034076 -3.5981 -0.4680 0.1218 -1.064
H -2.144197 -0.143717 0.932161 -0.9470 1.6801 0.2550 0.505
H -2.410931 1.398355 1.108661 0.9507 1.2917 -0.3084 0.464
O -2.809494 0.567626 1.232406 -0.3543 -3.2205 0.4425 -0.991
```
Positions in Å, forces in eV/Å.

Calculated values
LUMO energy in eV: 2.990
Energy relative to the best compared isomer or geometry (same formula, charge and spin) in kJ/mol: 145.6
Spin multiplicity: 1
Gap between HOMO and LUMO in eV: 7.24
E_tot in eV: -21773.0394
Net charge: -1

Molecular formula: C3H12NOP2
Method: DFT, ωB97M-V/def2-TZVPD

Structure (XYZ):
```
19
Properties=species:S:1:pos:R:3:forces:R:3:nbo_charge:R:1
C -0.260861 -0.586305 -3.377469 -2.2139 -1.6430 -0.4423 -0.286
C -0.742659 0.614427 -3.144309 -2.2351 0.9958 0.3707 -0.540
C 0.264251 0.173041 0.154048 -0.2864 -0.7767 -2.3257 -0.002
N -0.352735 0.034189 4.000569 1.9777 -0.2713 3.6209 -1.035
O -0.705040 0.753979 -0.493991 0.4124 -0.4269 -0.0569 -0.637
P 1.163204 -1.136479 -0.796491 1.1387 -0.4093 -1.0366 0.251
P 0.152345 -0.056253 1.912478 1.6238 1.2824 0.6330 0.488
H 0.723802 -0.789518 -3.765984 0.1049 -0.1536 0.2384 0.231
H -1.057372 -1.389807 -3.268683 1.6628 0.5146 -0.3974 0.225
H -1.883705 0.744302 -2.891006 2.2038 -0.1237 -0.6136 0.245
H -0.122720 1.485364 -3.133790 0.0803 0.6260 -0.3331 0.229
H -0.232981 -0.765432 4.706784 -0.3907 1.0220 -1.6258 0.417
H -1.323353 0.280720 4.010900 -0.6834 0.2591 0.2349 0.401
H 0.188359 0.791239 4.531257 -1.1386 -0.8959 -1.1501 0.410
H -0.892297 0.494476 -1.534200 1.0219 0.2156 2.0479 0.517
H 2.388888 -0.474166 -1.135581 -0.6881 0.2729 -0.1984 0.044
H 1.889807 -1.899435 0.122611 -0.3010 0.1799 0.9005 0.025
H 1.439224 0.661348 2.261650 -1.4285 -1.2493 -0.6251 0.050
H -0.636158 1.064309 1.841207 -0.8605 0.5815 0.7587 -0.036
```
Positions in Å, forces in eV/Å.

Calculated values
LUMO energy in eV: -4.639
Energy relative to the best compared isomer or geometry (same formula, charge and spin) in kJ/mol: 328.5
Spin multiplicity: 1
Gap between HOMO and LUMO in eV: 7.98
E_tot in eV: -25409.6934
Net charge: +1

Molecular formula: C3H12NOS
Method: DFT, ωB97M-V/def2-TZVPD

Structure (XYZ):
```
18
Properties=species:S:1:pos:R:3:forces:R:3:nbo_charge:R:1
C -1.011904 -0.860683 1.126101 -1.4292 1.6751 2.8368 -0.707
C -0.928950 -0.014016 -0.151389 0.0667 0.0172 0.4907 -0.057
C 0.505650 0.243041 -0.593305 1.6836 -0.4477 1.3154 -0.584
S 0.766841 0.329957 -2.388063 -0.2936 0.3022 0.0731 -0.034
N -1.751011 -0.736913 -1.229415 0.9698 -0.6588 1.1696 -0.705
H -0.836514 -0.197400 2.023230 0.2023 -0.1668 -1.0593 0.274
H -0.390374 -1.692610 1.408614 0.7841 -0.4586 -1.1773 0.258
H -2.031551 -1.178413 1.448239 0.2299 0.1787 -0.9704 0.242
H -1.361513 0.982266 0.019981 -0.4017 -0.5958 -0.1478 0.240
H 0.866425 1.130779 -0.065547 -0.4334 0.3874 -0.4731 0.283
H 1.190319 -0.464190 -0.068570 -0.5394 -0.2017 -1.0059 0.252
H 2.029672 -0.094441 -2.439733 0.0493 -0.2112 0.1330 0.178
H -1.696265 -1.703768 -0.854974 -0.8746 0.4278 -0.7892 0.450
H -2.699986 -0.357034 -1.290315 0.2003 -0.4575 -0.1429 0.453
H -1.228386 -0.737306 -2.117799 -0.1975 0.2348 -0.2388 0.453
H 3.420486 1.551688 1.275260 -0.6899 -0.2734 -0.4106 0.476
H 2.672583 2.147665 2.353746 -0.7309 0.0453 0.1232 0.481
O 2.484480 1.651379 1.543938 1.4043 0.2032 0.2736 -0.953
```
Positions in Å, forces in eV/Å.

Calculated values
LUMO energy in eV: -3.275
Energy relative to the best compared isomer or geometry (same formula, charge and spin) in kJ/mol: 107.4
Spin multiplicity: 1
Gap between HOMO and LUMO in eV: 10.07
E_tot in eV: -17671.3395
Net charge: +1